Run one
Computed, not measured: a cluster of 2 separate species, C2F2O in total, with wB97M-V/def2-TZVPD.

XYZ file:
```
5
Properties=species:S:1:pos:R:3:nbo_charge:R:1
C -0.1319 0.7070 -0.2874 0.031
C -1.0418 -0.0633 -0.1019 0.330
O 1.8660 0.3484 -0.5279 -0.021
F -2.2464 -0.3618 0.1985 -0.235
F 2.1169 -0.5052 0.4856 -0.105
```

The value obtained for the HOMO energy (spin up / spin down) is -11.35 / -11.36 eV. The net charge is 0. For the LUMO energy (spin up / spin down), the calculation gives -2.94 / -2.84 eV.



Run two
Computed, not measured: an isolated molecule of C2F2O, with wB97M-V/def2-TZVPD.

XYZ file:
```
5
Properties=species:S:1:pos:R:3:nbo_charge:R:1
O -2.0466 -0.0641 -0.1286 -0.429
C -0.9865 -0.0330 0.3295 0.485
C 0.5819 0.0301 -0.2956 0.557
F 1.2133 -1.0551 0.0397 -0.303
F 1.2379 1.1221 0.0550 -0.310
```

As for the SMILES: O=C=C(F)F. The value obtained for the HOMO energy (spin up / spin down) is -9.30 / -9.30 eV. The net charge is 0. For the LUMO energy (spin up / spin down), the calculation gives -0.54 / -0.54 eV.



The data favor run two; the next most stable structure lies 0.2843 hartree above it.



Run one
Computed, not measured: a cluster of 2 separate species, C4H13N2O2 in total, with wB97M-V/def2-TZVPD.

XYZ file:
```
21
Properties=species:S:1:pos:R:3:nbo_charge:R:1
N 0.7306 -0.0777 -1.2522 -0.690
C 0.6745 -0.3757 0.2364 -0.034
C -0.0593 0.7686 0.9508 -0.581
C 0.4835 2.1400 0.6843 0.462
O 1.2725 2.3823 -0.1974 -0.545
C -0.0487 -1.6901 0.3947 -0.249
N 0.7226 -2.7432 -0.2390 -0.861
H 0.9584 0.9138 -1.3989 0.466
H -0.1791 -0.2760 -1.6753 0.434
H 1.4216 -0.6941 -1.6699 0.454
H 1.7142 -0.4178 0.5555 0.228
H -1.1363 0.6528 0.8501 0.295
H 0.0721 0.6218 2.0306 0.266
H 0.1201 2.9361 1.3544 0.153
H -0.2626 -1.8641 1.4469 0.205
H -1.0454 -1.5937 -0.0454 0.216
H 0.1622 -3.5654 -0.4197 0.390
H 1.5300 -3.0046 0.3023 0.377
H -3.6466 -0.2441 0.2638 0.493
H -3.3671 0.9242 -0.7008 0.491
O -2.9576 0.1755 -0.2580 -0.972
```

The value obtained for the HOMO energy is -13.74 eV. The net charge is +1. For the LUMO energy, the calculation gives -2.84 eV.



Run two
Computed, not measured: a cluster of 2 separate species, C4H13N2O2 in total, with wB97M-V/def2-TZVPD.

XYZ file:
```
21
Properties=species:S:1:pos:R:3:nbo_charge:R:1
O 1.3510 -1.4845 -2.0441 -0.599
C 0.9759 -1.0688 -0.9622 0.659
N 1.1584 -1.6827 0.2092 -0.770
C 0.2603 0.3028 -0.8879 -0.134
N 0.0393 0.6264 -2.3697 -0.697
C -1.5430 1.7994 0.0279 -0.610
C -1.0615 0.3318 -0.1453 -0.428
H 1.0186 -1.1496 1.0516 0.412
H 1.7402 -2.4921 0.3592 0.435
H 0.8418 1.1025 -0.4946 0.243
H -0.9573 0.6005 -2.5672 0.438
H 0.5364 -0.1571 -2.8665 0.477
H 0.4547 1.5102 -2.6468 0.442
H -2.5964 1.8392 0.2792 0.245
H -1.4534 2.3595 -0.8999 0.192
H -0.9247 2.2663 0.7936 0.225
H -0.9509 -0.0911 0.8506 0.242
H -1.8705 -0.2309 -0.6219 0.227
H 1.5496 -1.9149 4.6187 0.484
H 0.3200 -1.0657 4.3811 0.476
O 1.1113 -1.4011 3.9350 -0.958
```

The value obtained for the HOMO energy is -14.58 eV. The net charge is +1. For the LUMO energy, the calculation gives -3.15 eV.



The data favor run two; the next most stable structure lies 0.0208 hartree above it.